# 1
{
  "formula": "C36H46PTb",
  "method": "ωB97M-V with the def2-TZVPD basis set",
  "species": ["Tb", "C", "C", "C", "C", "C", "C", "C", "C", "C", "C", "C", "C", "C", "C", "C", "C", "C", "H", "H", "H", "H", "H", "H", "H", "H", "H", "H", "H", "H", "H", "H", "H", "H", "H", "H", "H", "H", "H", "H", "H", "H", "H", "H", "H", "H", "H", "C", "C", "C", "C", "C", "C", "P", "C", "C", "C", "C", "C", "C", "C", "C", "C", "C", "C", "C", "H", "H", "H", "H", "H", "H", "H", "H", "H", "H", "H", "H", "H", "H", "C", "H", "H", "H"],
  "xyz": [[12.2591, 9.4234, 13.8615], [13.5000, 11.5418, 14.5476], [14.4349, 10.4765, 14.8666], [14.8719, 9.8874, 13.6351], [14.1174, 10.5544, 12.5642], [13.3380, 11.6103, 13.1527], [12.4722, 12.5768, 12.4264], [13.3479, 13.5294, 11.6268], [11.4580, 11.8401, 11.4979], [11.5981, 13.4070, 13.3614], [15.7734, 8.6201, 13.2735], [17.2324, 9.0347, 13.5838], [15.8433, 8.3114, 11.7598], [15.2901, 7.3144, 13.8688], [14.8085, 10.3427, 16.3673], [13.5389, 10.6224, 17.1677], [15.3842, 8.9679, 16.6836], [15.8047, 11.4543, 16.6951], [13.0657, 12.3091, 15.2006], [14.2144, 10.4302, 11.4888], [13.9421, 13.0014, 10.8612], [14.0288, 14.1249, 12.2462], [12.7170, 14.2741, 11.0190], [11.7736, 11.0576, 10.8023], [10.8641, 12.5509, 10.9501], [10.6655, 11.3810, 12.1755], [12.1073, 13.9966, 14.1164], [10.8488, 12.8284, 13.8306], [11.0955, 14.1773, 12.7250], [17.9157, 8.4044, 13.0100], [17.4368, 8.8620, 14.6635], [17.4384, 10.1247, 13.3069], [16.2430, 9.1867, 11.1732], [14.8719, 8.0171, 11.3420], [16.5440, 7.4985, 11.5557], [15.5036, 7.2030, 14.9292], [15.6898, 6.4397, 13.2961], [14.2033, 7.3654, 13.7161], [12.7308, 9.9088, 17.0464], [13.2145, 11.6414, 16.9108], [13.7060, 10.5941, 18.2511], [14.7578, 8.1653, 16.3245], [15.5659, 8.8725, 17.8032], [16.3635, 8.8313, 16.2144], [15.3812, 12.4479, 16.4603], [16.7122, 11.3106, 16.0966], [16.0094, 11.4904, 17.7576], [12.7665, 3.5279, 17.6110], [13.1085, 4.9142, 17.8387], [12.6144, 5.8170, 16.9858], [11.7328, 5.4407, 15.9307], [11.4344, 4.1443, 15.7312], [12.0361, 3.1569, 16.5523], [11.0798, 6.7716, 14.8146], [9.3246, 6.4083, 14.6667], [8.7593, 5.7729, 15.8599], [7.5314, 5.2089, 15.8095], [6.8188, 5.2908, 14.5954], [7.3184, 5.9311, 13.4654], [8.5900, 6.5474, 13.4884], [11.6283, 6.4751, 13.0998], [11.9142, 5.1376, 12.6493], [12.1600, 4.9659, 11.2697], [12.0847, 6.0675, 10.4596], [11.7450, 7.3581, 10.9506], [11.7018, 7.6026, 12.3154], [13.1878, 2.7505, 18.2622], [13.7906, 5.2089, 18.7083], [12.9826, 6.8478, 17.1274], [10.6753, 3.8788, 15.0637], [11.9143, 2.0734, 16.3296], [9.3479, 5.7739, 16.7960], [7.1537, 4.6534, 16.6177], [5.8045, 4.8838, 14.5495], [6.6025, 5.9607, 12.6126], [9.0047, 7.1154, 12.6564], [11.9235, 4.3338, 13.4051], [12.2714, 3.9613, 10.9052], [12.1733, 5.9517, 9.3824], [11.7213, 8.1959, 10.2714], [10.1309, 10.0891, 15.0179], [9.7654, 9.4296, 15.7722], [9.1587, 10.3374, 14.4784], [10.6237, 10.9741, 15.5271]],
  "forces_ev_per_a": [[-2.5, -1.4, 0.8], [0.8, 0.4, -1.0], [-0.2, 0.8, 0.2], [-0.9, -0.6, -1.5], [0.6, 0.8, 1.2], [1.0, -0.9, 0.3], [-0.6, 0.2, -0.7], [-0.3, 1.1, -1.8], [-1.1, -0.6, 1.4], [0.0, 1.6, -1.1], [1.0, 1.7, -0.7], [0.2, 0.5, 0.9], [-0.4, 1.4, -1.0], [-0.1, -0.3, 0.1], [-0.3, -0.3, -0.9], [0.1, 0.4, 0.8], [0.8, 0.4, 1.5], [-0.1, 0.4, -0.5], [0.2, -0.8, -0.3], [0.0, -0.3, 0.3], [-0.1, 0.1, 0.4], [-0.1, -0.3, 0.0], [0.7, -1.0, 1.0], [0.6, 0.2, 0.2], [-0.1, 0.5, -0.5], [0.9, 0.1, -0.6], [0.5, -0.1, 0.1], [-0.8, -0.7, 0.6], [0.1, -0.6, 0.5], [0.1, 0.1, 0.2], [0.2, 0.4, -0.7], [-0.4, -1.5, 0.4], [-0.5, -0.7, 0.5], [0.1, 0.1, 0.0], [-0.1, 0.0, 0.3], [0.0, -0.2, -0.2], [-0.4, 0.7, 0.6], [0.0, -0.7, 0.1], [-0.3, -0.2, -0.6], [-0.2, -0.6, 0.5], [0.4, 0.1, -0.1], [-0.4, -0.1, 0.3], [-0.4, 0.0, -1.3], [-0.2, 0.1, 0.1], [0.1, -0.4, -0.1], [0.0, 0.2, 0.3], [0.4, -0.2, 0.3], [2.0, 1.0, 1.9], [0.8, -2.5, 1.9], [-0.1, 1.8, -1.1], [0.5, 2.1, -0.1], [0.7, -1.4, 1.4], [-1.3, -1.0, -1.5], [1.2, 0.8, 0.2], [-0.8, -1.1, 1.7], [1.7, 1.4, -1.1], [-0.5, 0.2, -1.8], [-0.3, -0.1, 0.1], [-0.8, 0.3, 0.1], [-0.4, -0.6, 0.8], [1.0, -3.0, 0.9], [-0.4, 1.4, -0.3], [-0.4, -0.4, 2.3], [-1.1, 1.7, -1.0], [1.7, -1.3, -0.5], [-0.8, 1.2, -0.3], [-0.1, 0.4, -0.2], [-1.1, -0.5, -1.4], [-0.7, -0.3, -0.4], [-0.8, -0.5, -1.2], [-0.2, 1.0, 0.2], [-0.3, -0.1, -0.7], [-0.6, -0.4, 1.0], [0.4, 0.0, 0.0], [1.0, 0.2, 0.4], [-0.1, -0.4, 0.1], [0.0, 0.3, -0.9], [0.4, -0.1, -0.4], [0.1, -0.1, 0.1], [0.0, 0.0, -0.4], [0.4, 1.1, -1.3], [0.1, -0.7, 0.9], [1.3, 0.4, 0.4], [-1.0, -0.4, -0.3]],
  "total_charge": 0,
  "lumo_ha": [0.0147, 0.0203],
  "spin_multiplicity": 7
}

# 2
{
  "formula": "C36H47CrGeN2O4Si",
  "method": "ωB97M-V with the def2-TZVPD basis set",
  "species": ["Cr", "C", "C", "O", "C", "C", "O", "C", "C", "O", "C", "C", "O", "H", "H", "H", "H", "H", "H", "H", "H", "H", "H", "H", "H", "H", "H", "H", "H", "C", "C", "C", "C", "C", "C", "N", "N", "Si", "C", "C", "C", "H", "H", "H", "H", "H", "H", "H", "H", "H", "H", "H", "H", "H", "H", "H", "C", "Ge", "C", "C", "C", "C", "C", "C", "C", "C", "C", "C", "C", "C", "C", "C", "C", "C", "C", "C", "H", "H", "H", "H", "H", "H", "H", "H", "H", "H", "H", "H", "H", "H", "H", "H"],
  "xyz": [[1.1942, -0.0004, -0.1493], [4.1812, -0.9922, -2.1559], [4.4035, -1.8430, -0.9354], [3.3159, -1.6624, -0.0468], [3.6203, -1.9426, 1.3038], [4.1813, -0.7085, 1.9784], [3.2186, 0.3080, 1.8240], [3.7227, 1.6231, 1.7877], [2.6566, 2.4806, 1.1462], [2.3124, 1.9764, -0.1311], [3.1330, 2.3562, -1.2308], [3.2218, 1.1892, -2.1810], [4.3161, 0.3736, -1.7926], [3.1776, -1.2013, -2.5344], [4.9167, -1.2492, -2.9262], [5.3477, -1.5539, -0.4578], [4.4703, -2.8989, -1.2271], [4.3276, -2.7762, 1.3853], [2.6864, -2.2447, 1.7757], [5.1217, -0.4117, 1.4974], [4.3864, -0.9036, 3.0391], [4.6467, 1.6502, 1.1944], [3.9491, 1.9919, 2.7968], [2.9886, 3.5210, 1.0726], [1.7327, 2.4512, 1.7274], [4.1392, 2.6190, -0.8890], [2.6843, 3.2251, -1.7209], [3.3189, 1.5272, -3.2187], [2.2972, 0.5968, -2.1085], [0.0372, -1.6779, 2.6782], [0.0934, -2.5380, 1.4464], [-0.2167, -3.8842, 1.4836], [-0.1827, -4.5907, 0.2729], [0.1523, -3.9632, -0.8960], [0.4900, -2.5731, -0.8937], [0.4452, -1.9239, 0.3127], [0.8827, -1.8490, -1.9276], [0.4392, -2.0301, -3.5576], [0.8401, -0.4068, -4.4216], [-1.3984, -2.3844, -3.7572], [1.4037, -3.3865, -4.4684], [-0.6824, -2.0736, 3.3955], [-0.2571, -0.6654, 2.4019], [1.0162, -1.6200, 3.1645], [-0.5267, -4.3520, 2.4072], [-0.4297, -5.6477, 0.2610], [0.1872, -4.5066, -1.8327], [0.4963, 0.4142, -3.7851], [0.3369, -0.3271, -5.3900], [1.9147, -0.2923, -4.5972], [-1.9681, -1.6886, -3.1356], [-1.6555, -3.4020, -3.4503], [-1.7191, -2.2557, -4.7958], [2.4813, -3.2365, -4.3504], [1.1809, -3.3725, -5.5409], [1.1642, -4.3844, -4.0909], [-0.4543, 1.0915, -0.4402], [-1.9546, 1.4374, 0.5719], [-3.4232, 2.3974, -0.3727], [-3.3146, 2.6239, -1.7438], [-4.3261, 3.2608, -2.4534], [-5.4775, 3.6783, -1.7984], [-5.6075, 3.4549, -0.4332], [-4.5871, 2.8224, 0.2665], [-2.8437, -0.1837, 1.3042], [-2.8667, -1.3317, 0.5110], [-3.5208, -2.4849, 0.9236], [-4.1707, -2.5143, 2.1512], [-4.1673, -1.3799, 2.9528], [-3.5141, -0.2286, 2.5264], [-1.7442, 2.5871, 2.2272], [-1.1801, 2.0622, 3.3930], [-0.8547, 2.8623, 4.4805], [-1.0812, 4.2328, 4.4284], [-1.6359, 4.7818, 3.2799], [-1.9613, 3.9661, 2.2014], [-0.2098, 1.9639, -1.0726], [-2.4189, 2.2761, -2.2517], [-4.2199, 3.4277, -3.5199], [-6.2715, 4.1709, -2.3483], [-6.5058, 3.7728, 0.0851], [-4.7006, 2.6591, 1.3351], [-2.3439, -1.3139, -0.4415], [-3.5108, -3.3650, 0.2904], [-4.6789, -3.4141, 2.4798], [-4.6760, -1.3886, 3.9111], [-3.5254, 0.6504, 3.1644], [-0.9822, 0.9940, 3.4540], [-0.4242, 2.4143, 5.3700], [-0.8300, 4.8639, 5.2731], [-1.8172, 5.8500, 3.2236], [-2.3935, 4.4200, 1.3143]],
  "forces_ev_per_a": [[-0.4, 0.1, 0.1], [0.0, 0.0, 0.0], [0.0, -0.1, 0.0], [0.0, 0.1, 0.0], [0.0, -0.1, 0.0], [0.0, 0.0, -0.1], [0.0, 0.0, 0.2], [0.0, 0.0, 0.0], [-0.1, 0.1, 0.0], [0.2, -0.4, -0.1], [0.0, 0.1, 0.0], [0.0, -0.1, 0.1], [0.0, 0.0, 0.0], [0.0, 0.0, 0.0], [0.0, 0.0, 0.0], [0.0, 0.0, 0.0], [0.0, 0.0, 0.0], [0.0, 0.0, 0.0], [0.0, 0.0, 0.0], [0.0, 0.0, 0.0], [0.0, 0.0, 0.0], [0.0, 0.0, 0.0], [0.0, 0.0, 0.0], [0.0, 0.0, 0.0], [0.0, 0.0, 0.0], [0.0, 0.0, 0.0], [0.0, 0.0, 0.0], [0.1, 0.0, 0.0], [-0.1, 0.2, -0.2], [0.0, 0.0, 0.0], [-0.1, -0.1, 0.0], [0.0, 0.1, -0.1], [0.0, 0.0, 0.0], [-0.1, 0.0, -0.1], [0.1, -0.1, 0.0], [0.2, 0.2, 0.0], [0.1, 0.0, 0.0], [0.0, 0.0, 0.2], [0.0, 0.0, 0.0], [0.0, 0.0, -0.1], [0.0, 0.0, -0.1], [0.0, 0.0, 0.0], [0.0, 0.0, 0.0], [0.0, 0.0, 0.0], [0.0, 0.0, 0.0], [0.0, 0.0, 0.0], [0.0, 0.0, 0.0], [0.0, 0.0, 0.0], [0.0, 0.0, 0.0], [0.0, 0.0, 0.0], [0.0, 0.0, 0.0], [0.0, 0.0, 0.0], [0.0, 0.0, 0.0], [0.0, 0.0, 0.0], [0.0, 0.0, 0.0], [0.0, 0.0, 0.0], [0.1, -0.1, -0.2], [0.0, 0.0, 0.2], [0.0, 0.0, 0.0], [0.0, 0.0, 0.0], [0.0, 0.0, 0.0], [0.0, 0.0, 0.0], [0.0, 0.0, 0.0], [0.0, 0.0, 0.0], [0.0, 0.0, 0.0], [0.1, 0.0, 0.0], [0.0, 0.0, 0.0], [0.0, 0.0, 0.0], [0.0, 0.0, 0.0], [0.0, 0.0, 0.0], [0.0, 0.0, 0.0], [0.0, -0.1, 0.0], [0.0, 0.0, 0.0], [0.0, 0.0, 0.0], [0.0, 0.0, 0.0], [0.0, 0.0, 0.0], [0.0, 0.1, 0.1], [0.0, 0.0, 0.0], [0.0, 0.0, 0.0], [0.0, 0.0, 0.0], [0.0, 0.0, 0.0], [0.0, 0.0, 0.0], [0.0, 0.0, 0.0], [0.0, 0.0, 0.0], [0.0, 0.0, 0.0], [0.0, 0.0, 0.0], [0.0, 0.0, 0.0], [0.0, 0.1, 0.0], [0.0, 0.0, 0.0], [0.0, 0.0, 0.0], [0.0, 0.0, 0.0], [0.0, 0.0, 0.0]],
  "total_charge": -1,
  "lumo_ha": [0.0813, 0.0812],
  "spin_multiplicity": 5
}

Going through the records in order, we get ΔE to the lowest compared entry with this formula, charge and spin values of 27.9; 0.0 kcal/mol.